Formula: C4H13NOS
Source: the Open Molecules 2025 dataset
Level of theory: ωB97M-V/def2-TZVPD

Each line ends with the Mulliken charge.
Atoms and positions in Å:
C  -1.443  0.233  -1.999  -1.1222
C  -1.902  0.897  -0.699  -0.4867
C  -0.932  0.703  0.454  -0.2646
S  -1.451  1.599  1.909  -0.2419
H  -2.181  0.404  -2.786  0.3575
H  -1.373  -0.851  -1.912  0.2702
H  -0.511  0.665  -2.367  0.2856
H  -2.001  1.968  -0.894  0.3243
H  -2.898  0.527  -0.454  0.3356
H  0.059  0.970  0.077  0.2799
H  -0.898  -0.339  0.769  0.1593
H  -0.887  0.770  2.802  0.1235
N  2.571  -2.744  -0.283  -0.5917
C  1.735  -1.599  -0.515  -0.0525
O  2.492  -0.392  -0.590  -0.5575
H  3.230  -2.831  -1.029  0.2454
H  3.085  -2.633  0.585  0.2383
H  1.186  -1.770  -1.442  0.2521
H  1.021  -1.515  0.305  0.1391
H  2.162  0.166  -1.297  0.3064

SMILES = CCCS.NCO
relative energy (zero: lowest compared OMol25 entry of this formula, charge and spin) = 67.4 kJ/mol
gap between HOMO and LUMO = 9.80 eV
total charge = 0
calculated total energy = -688.36305 Ha